{
  "formula": "CH4NO2P",
  "method": "ωB97M-V/def2-TZVPD",
  "de_lowest_kj_mol": 118.84,
  "e_tot_ev": -15975.2521,
  "max_force_ev_per_a": 3.85,
  "symbols": ["C", "N", "O", "O", "P", "H", "H", "H", "H"],
  "xyz": [[-1.90809, -1.76076, 0.95628], [2.04501, 1.47449, -0.54897], [-0.75446, -1.96546, 1.05507], [-0.29482, 1.35701, -1.23570], [1.03651, 1.45285, -1.80458], [-2.56404, -2.47934, 1.52003], [-2.19157, -0.87056, 0.26694], [1.67439, 1.54325, 0.38803], [2.95706, 1.24853, -0.59710]],
  "lowdin_charge": [-0.177, -0.177, -0.021, -0.512, 0.660, 0.087, 0.104, 0.059, -0.022]
}